[1]
Here is C4H6N2O as an isolated structure from OMol25. Energies are from the ωB97M-V functional and the def2-TZVPD basis.

For the total energy, the calculation gives -340.6934 a.u. The value obtained for the max |F| is 0.071 Eh/bohr. The value obtained for the orbital gap is 9.516 eV.

Structure (ORCA input):
```
! RIJCOSX wB97M-V def2-TZVPD def2/J DEFGRID3
* xyz 0 1
N 2.057 0.039 -0.278
C 0.694 -0.097 -0.299
C -0.250 0.963 0.224
N -1.473 0.686 -0.563
C -1.391 -0.686 -0.168
O -1.985 -1.027 0.844
C -0.069 -1.174 -0.590
H 2.441 0.825 0.225
H 2.581 -0.814 -0.145
H 0.111 2.006 0.128
H -2.249 1.073 -0.028
H -0.697 0.418 1.237
H 0.229 -2.211 -0.588
*
```


[2]
Here is a 2-piece molecular cluster, C4H6N2O overall from OMol25. Energies are from the ωB97M-V functional and the def2-TZVPD basis.

For the total energy, the calculation gives -340.7129 a.u. As for the SMILES: c1cn[nH]c1.C=O. The value obtained for the max |F| is 0.010 Eh/bohr. The value obtained for the orbital gap is 9.980 eV.

Structure (ORCA input):
```
! RIJCOSX wB97M-V def2-TZVPD def2/J DEFGRID3
* xyz 0 1
C 0.368 -0.383 0.799
C -0.555 -0.233 -0.262
N -1.719 -0.802 0.002
N -1.562 -1.313 1.227
C -0.333 -1.085 1.748
H 1.381 -0.018 0.865
H -0.459 0.281 -1.205
H -2.342 -1.780 1.653
H -0.063 -1.415 2.741
C 1.321 1.686 -1.899
O 1.663 1.683 -0.747
H 1.395 2.591 -2.525
H 0.904 0.788 -2.397
*
```


[3]
Here is C4H6N2O in the gas phase from OMol25. Energies are from the ωB97M-V functional and the def2-TZVPD basis.

For the total energy, the calculation gives -340.7184 a.u. As for the SMILES: [H]/N=C(\C#N)OCC. The value obtained for the max |F| is 0.023 Eh/bohr. The value obtained for the orbital gap is 11.163 eV.

Structure (ORCA input):
```
! RIJCOSX wB97M-V def2-TZVPD def2/J DEFGRID3
* xyz 0 1
H 3.160 -0.208 0.222
N 2.533 -0.896 -0.193
C 1.348 -0.469 -0.064
C 1.180 0.808 0.639
N 1.251 1.822 1.192
O 0.317 -1.138 -0.580
C -1.039 -0.852 -0.183
C -1.400 0.622 -0.229
H -1.637 -1.406 -0.911
H -1.215 -1.300 0.802
H -1.284 1.009 -1.245
H -2.419 0.770 0.123
H -0.795 1.236 0.428
*
```


[4]
Here is C4H6N2O in the gas phase from OMol25. Energies are from the ωB97M-V functional and the def2-TZVPD basis.

For the total energy, the calculation gives -340.7579 a.u. As for the SMILES: Nc1c[nH]c(O)c1. The value obtained for the max |F| is 0.006 Eh/bohr. The value obtained for the orbital gap is 8.532 eV.

Structure (ORCA input):
```
! RIJCOSX wB97M-V def2-TZVPD def2/J DEFGRID3
* xyz 0 1
N -2.169 0.757 -0.242
C -0.863 0.194 -0.098
C -0.494 -1.127 -0.135
N 0.877 -1.182 0.037
C 1.362 0.081 0.174
O 2.704 0.223 0.343
C 0.323 0.972 0.100
H -2.549 0.565 -1.163
H -2.806 0.359 0.438
H -1.075 -2.028 -0.275
H 1.449 -2.009 0.082
H 2.876 1.144 0.569
H 0.364 2.051 0.171
*
```


[5]
Here is C4H6N2O as an isolated structure from OMol25. Energies are from the ωB97M-V functional and the def2-TZVPD basis.

For the total energy, the calculation gives -340.6020 a.u. The value obtained for the max |F| is 0.006 Eh/bohr. The value obtained for the orbital gap is 8.907 eV.

Structure (ORCA input):
```
! RIJCOSX wB97M-V def2-TZVPD def2/J DEFGRID3
* xyz 0 1
C -2.069 -0.098 -0.555
O -1.060 -0.854 -0.077
C 0.175 -0.272 -0.139
C 0.671 0.895 -0.644
N 2.021 0.964 -0.375
C 2.316 -0.131 0.272
N 1.220 -0.928 0.449
H -2.272 0.998 0.205
H -2.627 0.698 0.924
H -2.979 -0.709 -0.432
H 0.143 1.668 -1.182
H 3.294 -0.408 0.642
H 1.167 -1.822 0.913
*
```


[6]
Here is C4H6N2O in the gas phase from OMol25. Energies are from the ωB97M-V functional and the def2-TZVPD basis.

For the total energy, the calculation gives -340.6593 a.u. As for the SMILES: C[C@]1(NC#N)CO1. The value obtained for the max |F| is 0.109 Eh/bohr. The value obtained for the orbital gap is 10.207 eV.

Structure (ORCA input):
```
! RIJCOSX wB97M-V def2-TZVPD def2/J DEFGRID3
* xyz 0 1
C -0.934 0.841 -0.617
C 0.235 -0.199 -0.427
N -0.081 -1.068 0.956
C -0.908 -0.582 1.804
N -1.608 -0.250 2.655
C 1.597 0.129 -0.682
O 0.810 -0.814 -1.518
H -1.136 1.163 0.352
H -1.864 0.493 -1.062
H -0.460 1.599 -1.128
H 0.108 -2.139 1.045
H 1.893 1.166 -1.173
H 2.349 -0.340 -0.205
*
```


[7]
Here is C4H6N2O as an isolated structure from OMol25. Energies are from the ωB97M-V functional and the def2-TZVPD basis.

For the total energy, the calculation gives -340.6639 a.u. The value obtained for the max |F| is 0.123 Eh/bohr. The value obtained for the orbital gap (alpha / beta) is 7.597 / 7.596 eV.

Structure (ORCA input):
```
! RIJCOSX wB97M-V def2-TZVPD def2/J DEFGRID3
* xyz 0 1
C -1.249 -0.216 -1.578
C 0.999 -0.081 0.809
C -0.338 0.246 -0.514
N 1.489 -0.951 1.692
C -0.191 1.445 0.216
O 0.983 -0.403 -0.492
N 0.804 1.271 1.094
H 1.458 -0.676 2.663
H 1.421 -1.934 1.472
H -0.862 2.297 0.252
H -0.721 -0.574 -2.470
H -1.895 0.601 -1.913
H -1.898 -1.026 -1.233
*
```


[8]
Here is C4H6N2O in the gas phase from OMol25. Energies are from the ωB97M-V functional and the def2-TZVPD basis.

For the total energy, the calculation gives -340.7076 a.u. As for the SMILES: Nc1c[nH]c(O)c1. The value obtained for the max |F| is 0.019 Eh/bohr. The value obtained for the orbital gap is 8.163 eV.

Structure (ORCA input):
```
! RIJCOSX wB97M-V def2-TZVPD def2/J DEFGRID3
* xyz 0 1
N -2.001 0.760 -0.608
C -0.704 0.217 -0.494
C -0.426 -1.124 -0.314
N 0.923 -1.249 -0.125
C 1.469 -0.004 -0.019
O 2.255 0.158 1.111
C 0.524 0.925 -0.419
H -2.604 0.316 0.076
H -2.005 1.755 -0.421
H -1.069 -1.970 -0.137
H 1.422 -2.093 0.097
H 1.531 0.315 1.749
H 0.687 1.995 -0.495
*
```


[9]
Here is C4H6N2O in the gas phase from OMol25. Energies are from the ωB97M-V functional and the def2-TZVPD basis.

For the total energy, the calculation gives -340.6667 a.u. As for the SMILES: O=C1NC[C@H]2CN12. The value obtained for the max |F| is 0.053 Eh/bohr. The value obtained for the orbital gap is 10.565 eV.

Structure (ORCA input):
```
! RIJCOSX wB97M-V def2-TZVPD def2/J DEFGRID3
* xyz 0 1
O 0.206 -0.634 2.523
C 0.079 -0.322 1.364
N -0.308 0.900 0.874
C -0.788 0.907 -0.496
C -0.331 -0.458 -1.028
C 1.102 -0.713 -0.811
N 0.313 -1.233 0.292
H -0.507 1.633 1.535
H -0.352 1.748 -1.059
H -1.877 1.014 -0.545
H -0.802 -1.439 -0.618
H 1.616 -1.461 -1.405
H 1.724 0.119 -0.486
*
```


[10]
Here is C4H6N2O in the gas phase from OMol25. Energies are from the ωB97M-V functional and the def2-TZVPD basis.

For the total energy, the calculation gives -340.5591 a.u. The value obtained for the max |F| is 0.106 Eh/bohr. The value obtained for the orbital gap (alpha / beta) is 7.845 / 8.116 eV.

Structure (ORCA input):
```
! RIJCOSX wB97M-V def2-TZVPD def2/J DEFGRID3
* xyz 0 1
C -2.137 1.101 0.223
C -2.640 -0.108 0.071
C 0.259 0.654 0.007
C 1.900 -1.183 0.010
N -0.780 1.476 0.135
N 0.552 -0.698 -0.002
O -3.022 -1.195 -0.095
H -2.839 1.945 0.389
H 0.574 0.632 -1.120
H 1.170 1.283 0.241
H 2.597 -0.238 -0.097
H 2.036 -1.714 0.995
H 2.329 -1.954 -0.758
*
```


[11]
Here is C4H6N2O as an isolated structure from OMol25. Energies are from the ωB97M-V functional and the def2-TZVPD basis.

For the total energy, the calculation gives -340.6976 a.u. The value obtained for the max |F| is 0.011 Eh/bohr. The value obtained for the orbital gap is 10.976 eV.

Structure (ORCA input):
```
! RIJCOSX wB97M-V def2-TZVPD def2/J DEFGRID3
* xyz 0 1
N -1.083 1.325 1.516
C -0.650 0.272 0.987
O -0.697 -1.036 1.409
C -0.029 -1.506 0.200
C 0.127 -0.068 -0.246
C 0.328 0.609 -1.538
N 1.425 0.482 -0.582
H -1.531 1.125 2.411
H 0.929 -1.985 0.409
H -0.696 -2.157 -0.368
H -0.125 1.586 -1.688
H 0.435 0.000 -2.434
H 1.566 1.353 -0.076
*
```


[12]
Here is a 2-piece molecular cluster, C4H6N2O overall from OMol25. Energies are from the ωB97M-V functional and the def2-TZVPD basis.

For the total energy, the calculation gives -340.7029 a.u. As for the SMILES: [H]/N=C/OC=C.C#N. The value obtained for the max |F| is 0.023 Eh/bohr. The value obtained for the orbital gap is 10.635 eV.

Structure (ORCA input):
```
! RIJCOSX wB97M-V def2-TZVPD def2/J DEFGRID3
* xyz 0 1
H 2.303 1.500 -1.258
N 1.498 1.058 -0.819
C 1.401 1.436 0.384
O 0.426 1.032 1.215
C -0.632 0.346 0.649
C -1.224 -0.636 1.299
H 2.068 2.112 0.918
H -0.932 0.698 -0.331
H -0.854 -0.957 2.262
H -2.092 -1.124 0.872
C -0.717 -1.878 -1.725
N -1.466 -2.756 -1.743
H -0.029 -1.053 -1.686
*
```


[13]
Here is a 2-piece molecular cluster, C4H6N2O overall from OMol25. Energies are from the ωB97M-V functional and the def2-TZVPD basis.

For the total energy, the calculation gives -340.5996 a.u. The value obtained for the max |F| is 0.040 Eh/bohr. The value obtained for the orbital gap (alpha / beta) is 6.868 / 6.868 eV.

Structure (ORCA input):
```
! RIJCOSX wB97M-V def2-TZVPD def2/J DEFGRID3
* xyz 0 1
C -1.028 0.677 1.104
C 0.487 -1.110 -0.471
C -0.580 0.767 -0.305
C 1.640 -0.322 -0.469
N -0.067 -2.170 -0.103
N -1.037 1.344 -1.275
O 1.518 0.920 -0.225
H 0.514 -2.748 0.519
H -0.563 1.354 -2.169
H 2.553 -0.687 -0.958
H -1.837 -0.051 1.160
H -0.231 0.362 1.771
H -1.371 1.663 1.422
*
```


[14]
Here is C4H6N2O in the gas phase from OMol25. Energies are from the ωB97M-V functional and the def2-TZVPD basis.

For the total energy, the calculation gives -340.7529 a.u. As for the SMILES: N[C@@H]1NC=CC1=O. The value obtained for the max |F| is 0.013 Eh/bohr. The value obtained for the orbital gap is 9.079 eV.

Structure (ORCA input):
```
! RIJCOSX wB97M-V def2-TZVPD def2/J DEFGRID3
* xyz 0 1
N 0.401 -1.955 0.313
C -0.034 -0.679 -0.166
N 1.053 0.200 -0.527
C 0.629 1.483 -0.435
C -0.610 1.594 0.126
C -1.027 0.260 0.549
O -2.002 -0.140 1.157
H -0.312 -2.647 0.123
H 0.575 -1.959 1.313
H -0.703 -0.822 -1.034
H 1.934 -0.126 -0.888
H 1.265 2.284 -0.803
H -1.169 2.505 0.272
*
```


[15]
Here is C4H6N2O in the gas phase from OMol25. Energies are from the ωB97M-V functional and the def2-TZVPD basis.

For the total energy, the calculation gives -340.7572 a.u. As for the SMILES: C[C@H]1N=CC(O)=N1. The value obtained for the max |F| is 0.008 Eh/bohr. The value obtained for the orbital gap is 10.798 eV.

Structure (ORCA input):
```
! RIJCOSX wB97M-V def2-TZVPD def2/J DEFGRID3
* xyz 0 1
C 1.886 -0.313 0.330
C 0.725 0.518 -0.201
N 0.074 -0.176 -1.317
C -1.139 -0.315 -0.951
C -1.334 0.276 0.399
O -2.490 0.294 1.081
N -0.250 0.774 0.843
H 2.600 -0.534 -0.469
H 1.506 -1.256 0.735
H 2.396 0.225 1.133
H 1.092 1.475 -0.593
H -1.894 -0.805 -1.563
H -3.172 -0.163 0.571
*
```


[16]
Here is C4H6N2O in the gas phase from OMol25. Energies are from the ωB97M-V functional and the def2-TZVPD basis.

For the total energy, the calculation gives -340.6414 a.u. The value obtained for the max |F| is 0.008 Eh/bohr. The value obtained for the orbital gap is 8.561 eV.

Structure (ORCA input):
```
! RIJCOSX wB97M-V def2-TZVPD def2/J DEFGRID3
* xyz 0 1
N 1.555 -1.490 -0.480
C 0.534 -0.656 -0.128
C -0.695 -0.483 -0.743
C -1.386 0.428 0.086
C -0.594 0.817 1.273
O -0.645 2.026 0.079
N 0.614 0.110 0.996
H 2.492 -1.200 -0.243
H 1.476 -1.930 -1.384
H -1.000 -0.883 -1.701
H -2.435 0.677 -0.023
H -1.234 2.625 0.564
H 1.318 -0.041 1.703
*
```


[17]
Here is C4H6N2O in the gas phase from OMol25. Energies are from the ωB97M-V functional and the def2-TZVPD basis.

For the total energy, the calculation gives -340.6341 a.u. The value obtained for the max |F| is 0.032 Eh/bohr. The value obtained for the orbital gap is 8.872 eV.

Structure (ORCA input):
```
! RIJCOSX wB97M-V def2-TZVPD def2/J DEFGRID3
* xyz 0 1
C 0.714 -0.124 -0.426
C -0.509 0.233 -1.161
C 0.657 0.879 0.728
C -1.314 0.650 -0.187
N 0.260 -1.535 0.256
N -0.859 -1.809 0.522
O -0.730 1.011 0.978
H 1.668 -0.207 -0.935
H -0.821 -0.169 -2.101
H 1.165 0.574 1.642
H 1.028 1.866 0.412
H -2.391 0.717 -0.177
H 1.131 -2.086 0.449
*
```


[18]
Here is C4H6N2O as an isolated structure from OMol25. Energies are from the ωB97M-V functional and the def2-TZVPD basis.

For the total energy, the calculation gives -340.6820 a.u. The value obtained for the max |F| is 0.006 Eh/bohr. The value obtained for the orbital gap is 8.712 eV.

Structure (ORCA input):
```
! RIJCOSX wB97M-V def2-TZVPD def2/J DEFGRID3
* xyz 0 1
N 0.813 1.665 1.488
C 0.400 0.688 0.564
C 1.017 -0.519 0.213
C 0.159 -1.202 -0.647
C -0.980 -0.391 -0.777
O -1.958 -0.405 -1.731
N -0.808 0.823 -0.037
H 1.088 2.528 1.032
H 1.565 1.345 2.083
H 1.965 -0.886 0.592
H 0.341 -2.137 -1.164
H -2.098 -1.326 -1.987
H -1.504 -0.183 0.370
*
```


[19]
Here is C4H6N2O in the gas phase from OMol25. Energies are from the ωB97M-V functional and the def2-TZVPD basis.

For the total energy, the calculation gives -340.7358 a.u. As for the SMILES: Nc1[nH]ccc1O. The value obtained for the max |F| is 0.038 Eh/bohr. The value obtained for the orbital gap is 8.683 eV.

Structure (ORCA input):
```
! RIJCOSX wB97M-V def2-TZVPD def2/J DEFGRID3
* xyz 0 1
N 1.839 0.965 -0.078
C 0.604 0.286 0.010
N -0.380 1.207 -0.178
C -1.608 0.620 -0.163
C -1.397 -0.733 0.056
C 0.008 -0.947 0.163
O 0.676 -2.121 0.370
H 2.393 0.783 -0.897
H 2.371 1.071 0.770
H 0.173 2.057 -0.321
H -2.545 1.144 -0.290
H -2.161 -1.501 0.136
H 0.028 -2.832 0.421
*
```